Record 1
{
  "formula": "C5H9NO",
  "method": "ωB97M-V/def2-TZVPD",
  "symbols": ["N", "H", "H", "C", "O", "C", "H", "H", "C", "H", "H", "H", "H", "C", "H", "C"],
  "coordinates": [[-1.7001, -0.0869, -0.0713], [-0.2301, -1.5316, 0.0657], [-3.6006, 0.2663, -0.6871], [2.0841, -0.1405, 0.0651], [0.4826, 1.8439, 2.0641], [0.6608, 0.4271, 0.1222], [2.8083, 0.5942, 0.4296], [-2.4508, -0.4441, -1.9817], [0.3133, 0.7599, 1.5622], [-0.0824, -0.0928, 2.1568], [2.1741, -1.0430, 0.6829], [-0.2381, -0.7121, -1.5090], [0.6182, 1.3675, -0.4392], [-2.6045, -0.0916, -0.9518], [2.3566, -0.4094, -0.9613], [-0.3732, -0.5580, -0.4250]],
  "lowdin_charge": [-0.03, 0.13, 0.07, -0.06, 0.06, -0.35, 0.08, 0.08, -0.26, 0.13, 0.08, 0.12, 0.15, -0.04, 0.08, -0.23],
  "total_charge": 0,
  "homo_energy_ev": -9.505,
  "orbital_gap_ev": 10.478
}

---

Record 2
{
  "formula": "C5H9NO",
  "method": "ωB97M-V/def2-TZVPD",
  "symbols": ["H", "H", "H", "O", "H", "C", "N", "H", "H", "C", "H", "C", "H", "C", "H", "C"],
  "coordinates": [[0.9982, 0.1737, 1.6487], [0.7118, 2.2726, -1.3171], [-0.1989, 0.3723, -2.8157], [-0.7740, -0.0341, 2.5832], [1.5137, 0.5989, -3.1764], [1.3984, 0.8433, -0.0222], [1.7950, 0.4741, 1.0797], [1.0045, -0.7304, -2.1164], [-0.6240, -0.3927, 3.4684], [0.8098, 0.3107, -2.3882], [-1.5996, -1.9231, 2.2467], [0.9533, 1.2238, -1.1987], [-1.9547, -1.5439, -0.1767], [-1.4889, -0.7927, 0.4511], [-1.2404, 0.1495, -0.0218], [-1.3042, -1.0021, 1.7554]],
  "lowdin_charge": [0.03, 0.10, 0.07, -0.04, 0.07, -0.21, 0.15, 0.07, 0.11, -0.12, 0.11, -0.19, 0.06, 0.02, 0.05, -0.26],
  "total_charge": 0,
  "homo_energy_ev": -8.444,
  "orbital_gap_ev": 9.119
}

---

Record 3
{
  "formula": "C5H9NO",
  "method": "ωB97M-V/def2-TZVPD",
  "symbols": ["C", "C", "H", "H", "H", "H", "C", "H", "O", "H", "C", "N", "H", "C", "H", "H"],
  "coordinates": [[0.0904, 1.2151, -0.7674], [0.5032, 0.0835, 1.3762], [1.9898, 0.2909, -0.1492], [1.1687, -0.1003, 2.2173], [1.6293, 1.7867, 0.7026], [-1.6046, -2.7614, 0.7270], [-0.6472, -0.1514, -1.1693], [-1.6420, -0.1279, -1.6541], [0.1097, -1.2142, 0.9314], [0.1337, -0.3168, -1.8883], [-0.8014, -1.2491, -0.0836], [-1.6956, -2.1541, -0.1017], [-0.6221, 1.9534, -0.4053], [1.1653, 0.8850, 0.2779], [0.6151, 1.6820, -1.6314], [-0.3775, 0.6373, 1.7378]],
  "lowdin_charge": [-0.19, -0.20, 0.12, 0.12, 0.12, 0.07, -0.08, 0.12, -0.05, 0.10, -0.44, 0.14, 0.10, -0.19, 0.11, 0.13],
  "total_charge": 0,
  "homo_energy_ev": -9.866,
  "orbital_gap_ev": 10.776
}

---

Record 4
{
  "formula": "C5H9NO",
  "method": "ωB97M-V/def2-TZVPD",
  "symbols": ["C", "N", "H", "H", "C", "H", "H", "H", "H", "O", "H", "C", "C", "C", "H", "H"],
  "coordinates": [[1.3386, 0.5298, -0.7641], [-0.8314, -0.2314, -0.0004], [0.2286, 1.4635, 0.8961], [-2.5644, -1.1966, 0.3013], [2.2910, -0.4317, -0.2140], [3.3378, -0.3938, -0.5044], [-0.3880, -1.0253, -0.4536], [2.0843, -0.8858, 0.7553], [-1.8848, 1.5677, -0.2856], [1.3911, -0.8104, -1.2551], [-2.3274, 0.2121, 1.3593], [-1.1359, 1.0218, -0.9098], [-1.8419, -0.6632, 0.9299], [0.0717, 0.9235, -0.0373], [-1.4319, -1.3512, 1.6703], [1.6625, 1.2710, -1.4879]],
  "lowdin_charge": [-0.26, -0.16, 0.14, 0.10, -0.10, 0.11, 0.14, 0.12, 0.03, -0.06, 0.09, -0.04, -0.04, -0.30, 0.09, 0.15],
  "total_charge": 0,
  "homo_energy_ev": -7.340,
  "orbital_gap_ev": 8.153
}

---

Record 5
{
  "formula": "C5H9NO",
  "method": "ωB97M-V/def2-TZVPD",
  "symbols": ["C", "C", "C", "H", "H", "H", "C", "H", "N", "H", "H", "H", "H", "C", "H", "O"],
  "coordinates": [[-0.5787, 0.4878, 0.9171], [-0.2900, 0.5133, -1.1568], [-1.7674, -0.2839, 0.5151], [1.3250, 2.0104, 0.1439], [2.0076, -1.2467, -0.7708], [0.5659, -1.9822, -0.0398], [0.6452, 0.1866, 0.0330], [-1.6515, -1.2781, 0.0825], [-1.4170, 0.9044, -0.2583], [0.0543, 1.3783, -1.7315], [-0.5285, -0.3046, -1.8474], [-2.6873, -0.1475, 1.0792], [-0.5358, 1.0790, 1.8313], [1.3007, -1.1786, 0.0635], [1.8600, -1.3185, 0.9930], [1.6917, 1.1183, 0.2090]],
  "lowdin_charge": [-0.17, -0.10, -0.12, 0.10, 0.09, 0.08, -0.52, 0.11, -0.02, 0.12, 0.12, 0.11, 0.14, -0.01, 0.09, -0.01],
  "total_charge": 0,
  "homo_energy_ev": -9.257,
  "orbital_gap_ev": 10.267
}

---

Record 6
{
  "formula": "C5H9NO",
  "method": "ωB97M-V/def2-TZVPD",
  "symbols": ["H", "H", "H", "H", "H", "N", "H", "C", "C", "C", "H", "C", "H", "C", "O", "H"],
  "coordinates": [[-0.6378, 2.0865, -0.7392], [-0.5043, -0.9742, 2.1684], [0.5394, -1.2744, -0.9934], [-2.2625, 0.6362, 0.4822], [-1.8440, -1.8996, -0.4296], [1.2354, -0.5661, -1.1712], [-1.0249, -2.9471, 0.8167], [-0.9793, -0.8719, 1.1994], [0.9939, 0.6495, -0.6012], [-1.2053, 0.5457, 0.7627], [2.1636, -0.9399, -1.2795], [-0.4967, 1.0390, -0.5203], [-1.0662, 1.2466, 1.5794], [-1.2780, -1.9472, 0.4967], [1.8169, 1.3041, 0.0067], [-0.9339, 0.4023, -1.2976]],
  "lowdin_charge": [0.12, 0.10, 0.07, 0.11, 0.07, 0.15, 0.06, -0.18, -0.54, -0.20, 0.11, -0.11, 0.11, -0.02, 0.05, 0.10],
  "total_charge": 0,
  "homo_energy_ev": -9.465,
  "orbital_gap_ev": 10.450
}

---

Record 7
{
  "formula": "C5H9NO",
  "method": "ωB97M-V/def2-TZVPD",
  "symbols": ["H", "H", "N", "C", "C", "C", "H", "H", "O", "H", "H", "H", "H", "H", "C", "C"],
  "coordinates": [[-1.6446, 0.7310, 1.1838], [-2.4121, 0.3369, -1.5465], [-1.6429, 0.1264, -0.9253], [1.5377, 0.6691, -0.0446], [0.1847, -0.0154, 0.0815], [-1.0968, 0.8528, 0.2410], [2.1367, 0.1146, -0.7775], [-0.8059, -1.6637, 1.0848], [-0.0068, -0.9245, -2.2794], [0.5084, -0.9194, 2.0315], [1.4386, 1.6991, -0.4076], [0.8845, -1.9825, 0.6491], [-0.9233, 1.9211, 0.0467], [2.0742, 0.6812, 0.9112], [-0.4272, -0.4087, -1.2725], [0.1946, -1.2181, 1.0240]],
  "lowdin_charge": [0.11, 0.14, 0.10, -0.03, -0.45, -0.10, 0.09, 0.09, 0.09, 0.08, 0.08, 0.09, 0.11, 0.08, -0.47, -0.03],
  "total_charge": 0,
  "homo_energy_ev": -9.625,
  "orbital_gap_ev": 10.495
}

---

Record 8
{
  "formula": "C5H9NO",
  "method": "ωB97M-V/def2-TZVPD",
  "symbols": ["N", "C", "H", "C", "O", "C", "H", "H", "H", "H", "C", "C", "H", "H", "H", "H"],
  "coordinates": [[-1.1792, -0.5722, 0.2472], [-0.4225, 1.2083, -1.3378], [1.5102, 0.9018, 1.2743], [1.2891, -1.0503, 0.0694], [-0.0642, -1.5366, 2.3945], [0.8358, 0.2180, 0.7717], [-0.9143, -1.2542, -0.4497], [-2.1634, -0.5809, 0.4900], [0.2194, 2.0876, -1.4311], [2.1500, -1.5710, 0.4679], [0.1782, -0.9666, 1.3557], [-0.4498, 0.7108, 0.0934], [-0.0364, 0.4290, -2.0038], [-1.4302, 1.4776, -1.6737], [1.4074, -0.9368, -1.0261], [-0.9301, 1.4356, 0.7581]],
  "lowdin_charge": [0.11, -0.05, 0.14, -0.04, 0.04, -0.21, 0.12, 0.15, 0.08, 0.08, -0.47, -0.33, 0.07, 0.08, 0.08, 0.15],
  "total_charge": 0,
  "homo_energy_ev": -7.876,
  "orbital_gap_ev": 8.629
}

---

Record 9
{
  "formula": "C5H9NO",
  "method": "ωB97M-V/def2-TZVPD",
  "symbols": ["O", "C", "H", "H", "H", "H", "C", "N", "H", "H", "C", "H", "C", "C", "H", "H"],
  "coordinates": [[-1.4181, -0.2421, -2.4895], [-1.5618, 0.4037, 0.0083], [1.2871, 1.5544, -0.0401], [-0.9864, -1.5734, -0.4205], [-0.2554, 1.1762, -1.6174], [0.6978, -2.3777, 0.9673], [0.9578, -0.5484, 0.2543], [0.5324, -1.4099, 1.2853], [1.5729, -0.9476, -0.5504], [-2.5905, 0.1411, 0.3340], [-1.0428, 0.3999, -1.5394], [-1.3073, 1.4139, 0.3473], [1.3984, 0.8101, 0.7538], [-0.5386, -0.6931, 0.0238], [0.8051, 1.1057, 1.6266], [2.4493, 0.7871, 1.0565]],
  "lowdin_charge": [0.05, -0.06, 0.07, 0.13, 0.12, 0.07, -0.47, 0.08, 0.14, 0.12, -0.28, 0.10, -0.06, -0.18, 0.09, 0.08],
  "total_charge": 0,
  "homo_energy_ev": -8.964,
  "orbital_gap_ev": 9.394
}

---

Record 10
{
  "formula": "C5H9NO2",
  "method": "ωB97M-V/def2-TZVPD",
  "symbols": ["H", "H", "H", "C", "C", "H", "O", "C", "N", "H", "C", "H", "H", "H", "H", "C", "O"],
  "coordinates": [[-0.7123, -1.2147, 3.5362], [-1.8243, 0.0881, -1.5663], [0.7398, 0.9524, -3.0183], [0.1377, 0.4182, -2.2871], [-1.0057, -0.2385, 3.1542], [-1.6325, 0.8640, -3.2923], [0.6050, 0.9607, 1.8605], [-1.2179, 0.4448, -2.3862], [0.8180, -0.1228, -1.2350], [-2.0817, -0.2090, 2.9829], [-0.2155, 0.0514, 1.8677], [0.2347, -0.4566, -0.3260], [2.6365, -0.8228, -0.4813], [2.6467, -0.1170, -2.2534], [-0.7719, 0.5394, 3.8827], [2.1436, -0.3981, -1.3380], [-0.5003, -0.7395, 0.8997]],
  "lowdin_charge": [0.06, 0.03, 0.09, -0.27, -0.04, 0.01, -0.03, -0.04, -0.10, 0.06, -0.73, 0.08, 0.02, 0.02, 0.06, -0.08, -0.10],
  "total_charge": -1,
  "homo_energy_ev": [-1.745, -4.468],
  "spin_multiplicity": 2,
  "orbital_gap_ev": [5.956, 8.650]
}

---

Record 11
{
  "formula": "C5H9NO2",
  "method": "ωB97M-V/def2-TZVPD",
  "symbols": ["H", "C", "H", "H", "C", "O", "H", "H", "C", "N", "C", "H", "H", "O", "H", "H", "C"],
  "coordinates": [[-0.5416, -0.3446, 1.5798], [2.3999, -0.0989, -0.2146], [-1.8306, 0.8074, -1.1656], [1.3303, -2.2607, -0.3423], [0.3161, 0.9882, 0.1118], [0.7455, 2.1041, -0.0880], [-3.7736, 0.4771, -0.4785], [3.0669, 0.4813, 0.6047], [-1.7793, -0.0261, -0.4443], [1.0808, -0.1104, -0.3488], [1.5681, -1.2537, 0.1953], [-1.2831, -0.7904, -1.1925], [-1.4154, 1.2744, 1.0111], [-3.1438, -0.3284, -0.0280], [1.3010, -1.3054, 1.3407], [2.8890, -0.0124, -1.2446], [-0.9300, 0.3984, 0.7040]],
  "lowdin_charge": [0.18, -0.18, 0.12, 0.14, -0.44, 0.11, 0.19, 0.17, -0.29, -0.13, -0.14, 0.15, 0.10, -0.14, 0.13, 0.13, -0.11],
  "total_charge": 0,
  "homo_energy_ev": -9.543,
  "orbital_gap_ev": 10.151
}

---

Record 12
{
  "formula": "C5H9NO2",
  "method": "ωB97M-V/def2-TZVPD",
  "symbols": ["H", "H", "C", "C", "H", "H", "H", "O", "H", "C", "O", "N", "H", "H", "C", "C", "H"],
  "coordinates": [[2.4596, 0.7041, 1.1566], [0.6540, -2.0215, -1.8483], [1.3906, 0.7931, 1.0539], [-0.5408, 1.8219, -0.0099], [-0.7339, 2.8232, -0.4088], [-2.4338, 1.3938, 0.2501], [-1.0841, -1.9316, -1.5312], [-0.8307, -1.3629, 1.0880], [-0.1701, -0.4675, -1.5813], [0.8460, 1.3975, -0.0080], [0.9632, -2.6138, 0.6442], [-1.4865, 1.0497, 0.3678], [-1.2353, -0.3965, 0.7186], [1.4724, 1.8559, -0.7707], [-0.1068, -1.5123, -1.2784], [0.0526, -1.9177, 0.3135], [0.7838, 0.3848, 1.8439]],
  "lowdin_charge": [0.08, 0.06, 0.07, -0.19, 0.12, 0.09, 0.06, 0.00, 0.04, -0.17, 0.07, 0.11, 0.08, 0.11, 0.01, -0.63, 0.08],
  "total_charge": 0,
  "homo_energy_ev": -9.321,
  "orbital_gap_ev": 9.167
}

---

Record 13
{
  "formula": "C5H9NO2",
  "method": "ωB97M-V/def2-TZVPD",
  "symbols": ["C", "H", "O", "N", "C", "H", "H", "H", "C", "H", "C", "H", "H", "C", "H", "O", "H"],
  "coordinates": [[1.3783, 1.4976, 0.8909], [-2.2561, 0.8208, 0.7195], [0.1508, 1.3577, -1.1711], [1.2825, -1.6150, -0.0266], [1.8789, -0.7601, -0.7680], [1.5306, -2.5976, -0.0706], [1.8387, 0.9668, 1.7096], [-2.3066, -2.0715, -0.3220], [-2.3984, -0.2522, 0.7381], [0.3261, 2.3078, -1.2222], [-2.1682, -0.9978, -0.3319], [-2.7640, -0.6760, 1.6652], [0.4499, -0.3489, 0.2634], [0.7949, 0.8130, -0.1015], [1.4440, 2.5817, 0.9071], [2.6287, -0.4626, -1.6238], [-1.8102, -0.5638, -1.2560]],
  "lowdin_charge": [0.07, 0.05, 0.01, 0.08, -0.45, 0.08, 0.07, 0.05, -0.08, 0.11, -0.08, 0.05, 0.14, -0.39, 0.07, 0.18, 0.05],
  "total_charge": 0,
  "homo_energy_ev": -9.467,
  "orbital_gap_ev": 9.348
}

---

Record 14
{
  "formula": "C5H9NO2",
  "method": "ωB97M-V/def2-TZVPD",
  "symbols": ["H", "H", "H", "H", "O", "O", "N", "C", "H", "H", "C", "C", "H", "C", "C", "H", "H"],
  "coordinates": [[1.8191, -1.8398, 0.6421], [2.9426, -0.5031, 0.7399], [1.4194, 1.9666, -0.0036], [0.1283, 1.8996, 1.3042], [-1.8885, -1.4723, 0.1739], [-2.4456, 0.5942, 1.0254], [1.9896, -0.8433, 0.7065], [-0.0732, 0.3263, -0.2530], [0.9273, 0.4068, -2.1714], [-0.8467, -0.5276, 1.6783], [-0.0584, 0.2084, -1.7428], [0.6693, 1.3847, 0.5198], [-0.3619, -0.7971, -2.0399], [0.9504, -0.0339, 0.6428], [-1.5421, -0.2272, 0.7669], [-0.7706, 0.9204, -2.1650], [-2.8589, -1.4627, 0.1760]],
  "lowdin_charge": [0.13, 0.13, 0.11, 0.12, -0.03, -0.07, 0.22, -0.29, 0.08, 0.13, -0.02, 0.00, 0.08, -0.21, -0.57, 0.09, 0.10],
  "total_charge": 0,
  "homo_energy_ev": [-7.517, -7.516],
  "orbital_gap_ev": [6.773, 6.769]
}

---

Record 15
{
  "formula": "C5H9NO2",
  "method": "ωB97M-V/def2-TZVPD",
  "symbols": ["O", "C", "C", "C", "O", "H", "H", "H", "H", "H", "H", "H", "C", "C", "N", "H", "H"],
  "coordinates": [[-0.0519, -1.8099, -0.1114], [1.1979, 0.3288, 0.3614], [-0.0349, -0.5120, 0.6720], [2.1522, -0.4365, -0.4923], [-2.3168, -0.1505, -0.4210], [-1.1135, 2.2098, -0.6230], [-2.0321, -1.0045, -1.0987], [2.8646, 0.3416, -1.4478], [-0.8383, -2.1901, 0.2777], [1.4377, -1.2033, -1.2082], [1.7821, 0.1606, 1.3974], [-1.7291, 0.4693, 1.2233], [-1.1481, 0.1751, 0.3061], [-0.4766, 1.6068, -0.1984], [0.7422, 1.7012, 0.0128], [2.9446, -1.1195, -0.0670], [0.2955, -0.8613, 1.8239]],
  "lowdin_charge": [-0.09, -0.41, -0.32, -0.11, -0.07, 0.06, 0.21, 0.18, 0.08, 0.13, 0.16, 0.17, -0.35, -0.02, 0.13, 0.06, 0.20],
  "total_charge": 0,
  "homo_energy_ev": -9.683,
  "orbital_gap_ev": 10.048
}